# 1
This record from the Open Molecules 2025 dataset describes 6 unconnected molecules or ions with the total composition C22H31F15IO10P. The level of theory is ωB97M-V/def2-TZVPD.

Last column: Löwdin charge in e.
Cartesian coordinates (Å):
C: -0.1914 -0.7525 -2.0037  -0.067
C: -0.4610 0.6818 -1.6051  -0.188
O: -1.8537 1.0200 -1.7778  0.043
C: -2.6611 0.6493 -0.7984  -0.403
O: -2.3561 0.0735 0.2034  0.175
C: -4.0911 1.1137 -1.1093  -0.527
F: -4.4307 0.8590 -2.3792  0.169
F: -4.2085 2.4364 -0.9111  0.167
F: -4.9752 0.4981 -0.3153  0.142
H: -0.5322 -0.9330 -3.0242  0.076
H: 0.8720 -0.9646 -1.9498  0.071
H: -0.7190 -1.4487 -1.3552  0.078
H: 0.0888 1.3603 -2.2527  0.086
H: -0.1502 0.8798 -0.5811  0.116
C: -7.7408 -0.7477 0.0950  -0.053
C: -8.7331 -0.4040 1.1835  -0.189
O: -10.0199 -1.0069 0.9345  0.033
C: -10.1453 -2.2765 1.2921  -0.405
O: -9.3069 -2.9612 1.7970  0.172
C: -11.5759 -2.7546 1.0009  -0.541
F: -11.9859 -2.3584 -0.2123  0.163
F: -12.4239 -2.2499 1.9126  0.163
F: -11.6500 -4.0836 1.0528  0.171
H: -8.1369 -0.4710 -0.8830  0.089
H: -6.8013 -0.2198 0.2539  0.058
H: -7.5362 -1.8180 0.0747  0.084
H: -8.9157 0.6681 1.2052  0.125
H: -8.3691 -0.6978 2.1668  0.126
C: 1.2435 1.4824 4.8471  -0.049
C: 2.4529 0.6570 4.4630  -0.195
O: 2.0741 -0.4540 3.6230  0.045
C: 1.9066 -0.1813 2.3399  -0.400
O: 2.0382 0.8837 1.8121  0.167
C: 1.5466 -1.4651 1.5796  -0.525
F: 0.6203 -2.1803 2.2287  0.173
F: 2.6318 -2.2414 1.4258  0.168
F: 1.0719 -1.1695 0.3671  0.149
H: 0.4873 0.8526 5.3164  0.086
H: 1.5301 2.2690 5.5442  0.083
H: 0.7881 1.9448 3.9719  0.078
H: 2.9000 0.2174 5.3416  0.100
H: 3.2128 1.2601 3.9687  0.128
C: -1.7455 2.2100 -9.3818  -0.059
C: -0.6405 1.2247 -9.6955  -0.196
O: 0.0119 0.7733 -8.4934  0.033
C: -0.6017 -0.1972 -7.8301  -0.400
O: -1.6288 -0.7266 -8.1316  0.175
C: 0.2351 -0.5901 -6.6043  -0.541
F: 0.6808 0.4902 -5.9478  0.050
F: 1.3021 -1.3143 -6.9826  0.161
F: -0.4804 -1.3280 -5.7550  0.166
H: -1.3580 3.0404 -8.7913  0.084
H: -2.1739 2.6026 -10.3031  0.083
H: -2.5399 1.7378 -8.8052  0.078
H: 0.1376 1.7020 -10.2868  0.125
H: -1.0106 0.3717 -10.2621  0.125
C: 7.7460 -1.8458 9.3966  -0.059
C: 6.2590 -1.8875 9.6736  -0.193
O: 5.6213 -0.6533 9.2877  0.036
C: 5.3310 -0.5290 8.0016  -0.403
O: 5.5420 -1.3291 7.1405  0.175
C: 4.6209 0.8105 7.7606  -0.533
F: 5.2276 1.8162 8.4016  0.172
F: 3.3508 0.7519 8.1958  0.164
F: 4.5949 1.1032 6.4567  0.154
H: 8.1998 -0.9827 9.8840  0.084
H: 8.2241 -2.7514 9.7673  0.084
H: 7.9442 -1.7632 8.3286  0.078
H: 6.0736 -1.9887 10.7404  0.125
H: 5.7793 -2.7271 9.1733  0.126
C: 6.9854 1.1544 -3.9999  -0.176
C: 6.1056 2.3773 -4.3527  -0.571
P: 4.7078 1.9418 -5.5022  0.401
I: 2.8477 1.5357 -3.9682  0.389
H: 6.6570 0.6602 -3.0975  0.065
H: 8.0190 1.4541 -3.8694  0.061
H: 6.9819 0.4762 -4.8418  0.038
H: 5.6508 2.8140 -3.4742  0.031
H: 6.7335 3.0996 -4.8579  0.050
H: 5.0336 0.6309 -5.9309  -0.122

Output
E_HOMO in eV: -8.63
Relative energy (zero: lowest compared OMol25 entry of this formula, charge and spin) in eV: 0.262
Gap between HOMO and LUMO in eV: 8.81

---

# 2
This record from the Open Molecules 2025 dataset describes 2 unconnected molecules or ions with the total composition C22H31F2Si. The level of theory is ωB97M-V/def2-TZVPD.

Last column: Löwdin charge in e.
Cartesian coordinates (Å):
C: 0.2190 -0.4699 4.1393  -0.123
C: -0.6986 -0.4698 2.9133  -0.476
C: -1.0862 -1.8956 2.5113  -0.133
Si: 0.0155 0.4950 1.4415  0.825
C: -1.0783 1.9800 0.9725  -0.466
C: -2.2021 2.2652 1.9734  -0.120
C: -1.6471 1.8203 -0.4347  -0.124
C: 1.8261 1.0075 1.7316  -0.466
C: 2.0630 2.5185 1.6803  -0.119
C: 2.7807 0.2876 0.7832  -0.123
H: -0.0075 -0.4887 0.2353  0.044
H: -0.3086 -0.9215 4.9929  0.087
H: 1.1304 -1.0530 3.9612  0.081
H: 0.5054 0.5450 4.4367  0.078
H: -1.6193 0.0784 3.1736  0.089
H: -1.6320 -2.3783 3.3328  0.085
H: -1.7364 -1.9049 1.6321  0.053
H: -0.2003 -2.5023 2.2939  0.076
H: -0.3876 2.8398 0.9699  0.091
H: -2.7050 3.2047 1.6978  0.087
H: -2.9554 1.4684 1.9661  0.080
H: -1.8232 2.3840 2.9945  0.079
H: -2.2100 2.7134 -0.7328  0.093
H: -0.8573 1.6713 -1.1747  0.050
H: -2.3277 0.9655 -0.4904  0.072
H: 2.0386 0.6559 2.7549  0.089
H: 3.0963 2.7324 1.9907  0.087
H: 1.9292 2.9162 0.6671  0.081
H: 1.3970 3.0599 2.3622  0.077
H: 3.8222 0.4579 1.0844  0.091
H: 2.6112 -0.7912 0.7757  0.068
H: 2.6683 0.6484 -0.2439  0.059
F: -3.0923 1.0139 -4.0082  0.056
C: -2.8541 -0.0994 -3.2165  -0.207
C: -3.9504 -0.8172 -2.7433  0.059
C: -3.6813 -1.9267 -1.9244  -0.029
C: -2.3851 -2.2413 -1.5306  0.006
C: -1.2795 -1.4373 -1.9550  -0.196
C: 0.0117 -1.6389 -1.3625  0.072
C: 1.2677 -1.2225 -1.9516  -0.211
C: 2.4016 -2.0840 -1.8813  -0.007
C: 3.6452 -1.6738 -2.3374  -0.032
C: 3.8239 -0.3945 -2.8832  0.045
C: 2.7194 0.4445 -2.9286  -0.224
F: 2.8998 1.7391 -3.3759  0.058
C: 1.4606 0.0773 -2.4773  0.033
C: -1.5356 -0.4331 -2.9309  0.066
H: -4.9579 -0.5114 -2.9868  0.137
H: -4.5041 -2.5579 -1.6045  0.122
H: -2.1907 -3.1131 -0.8968  0.130
H: 0.0776 -2.4392 -0.6141  0.132
H: 2.2769 -3.0720 -1.4331  0.129
H: 4.4903 -2.3537 -2.2888  0.123
H: 4.8031 -0.0445 -3.2049  0.139
H: 0.6726 0.8318 -2.4419  0.112
H: -0.7398 0.1141 -3.4147  0.117

Output
Charge: +1
E_HOMO in eV: -12.48
Relative energy (zero: lowest compared OMol25 entry of this formula, charge and spin) in eV: 0.000
Gap between HOMO and LUMO in eV: 6.50

---

| no. | E (eV) | LUMO (eV) |
| --- | --- | --- |
| 1 | -101945.3437 | 0.2 |
| 2 | -36621.9519 | -6.0 |